# 1
ORCA calculation (the ωB97M-V functional and the def2-TZVPD basis) on C25H29N4O4RhS3 as an isolated structure.

Each line ends with the Mulliken spin population.
Cartesian coordinates (Å):
Rh 8.66031 10.95197 7.96183  2.64
O 8.43427 11.10258 11.65899  0.02
S 7.88976 10.33927 10.53883  -0.01
O 6.82063 9.42960 10.83236  0.02
O 8.97940 9.63620 9.83652  0.11
O 7.40494 11.30887 9.43422  0.25
S 9.02415 13.12800 6.86527  0.36
C 7.83307 12.76515 5.67070  -0.02
S 7.32051 11.13272 5.74601  0.38
C 7.40804 13.70837 4.76260  0.00
C 8.09298 14.99234 4.73142  -0.02
N 8.74992 15.92952 4.60746  0.01
C 6.38628 13.42273 3.77596  -0.01
N 5.51588 13.26156 3.02106  0.01
C 13.70487 11.24049 5.05250  0.00
C 12.48366 12.09043 5.55784  0.00
C 12.30748 13.32690 4.65230  0.00
C 12.72742 12.51634 7.00445  0.00
C 13.75956 13.35452 7.29080  0.00
C 14.09174 13.78181 8.58066  0.01
C 13.18609 13.41703 9.57492  -0.01
C 12.10569 12.58897 9.33411  0.00
C 11.14216 12.28495 10.49312  -0.01
C 11.79661 11.44626 11.61181  0.00
C 10.60561 13.57768 11.02254  0.01
C 11.93760 11.99912 8.04980  -0.01
N 11.03112 10.95218 7.84842  0.12
C 11.38051 9.73885 7.60222  0.01
C 10.52469 8.70993 7.23892  0.01
C 10.81753 7.35518 6.96889  0.00
C 9.65942 6.74611 6.60496  0.01
C 8.64762 7.72308 6.72080  -0.01
N 9.15294 8.89272 7.04865  0.11
C 7.10902 7.48800 6.59486  0.01
C 6.85450 6.00832 6.94028  0.00
C 6.34832 8.36131 7.58838  0.01
C 6.73161 7.75961 5.15710  -0.01
H 13.61068 10.90572 4.00497  0.00
H 13.75962 10.36092 5.68398  0.00
H 14.65359 11.75416 5.13677  0.00
H 11.56933 11.56998 5.51419  -0.02
H 13.13866 14.01783 4.65730  0.00
H 11.39130 13.87007 4.88642  0.00
H 12.28532 12.96001 3.61924  0.00
H 14.40427 13.75607 6.51810  0.00
H 14.86162 14.51163 8.81585  0.00
H 13.30264 13.76874 10.57308  0.00
H 10.31590 11.68887 10.19244  0.01
H 12.66823 11.81925 12.15617  0.00
H 12.12485 10.47366 11.13036  0.00
H 10.98252 11.18514 12.28108  0.00
H 11.30546 14.07461 11.67338  0.00
H 9.69283 13.33414 11.52761  0.00
H 10.31037 14.24476 10.23129  0.00
H 12.35910 9.34512 7.87307  0.01
H 11.82477 6.90265 7.02615  0.00
H 9.47168 5.66784 6.39711  0.00
H 7.22383 5.82605 8.01139  0.00
H 7.36577 5.30862 6.31980  0.00
H 5.77132 5.78076 6.92094  0.00
H 6.46987 7.97630 8.58531  0.00
H 5.27671 8.36218 7.29673  0.00
H 6.61346 9.42852 7.57983  -0.02
H 7.27050 7.03519 4.50494  0.00
H 6.94381 8.74577 4.79066  0.00
H 5.61625 7.64868 5.07257  0.00

Computed properties:
**Total charge**: -2
**Gap between HOMO and LUMO (alpha / beta)**: 6.95 / 6.37 eV
**2S+1**: 5
**HOMO energy (alpha / beta)**: -2.41 / -2.62 eV
**Expectation value of S²**: 6.014

***

# 2
ORCA calculation (the ωB97M-V functional and the def2-TZVPD basis) on a single C25H29N7O3 molecule.

Each line ends with the Löwdin charge.
Cartesian coordinates (Å):
C -5.67063 -0.97330 -1.88016  0.00
C -4.17770 -0.73038 -1.81388  -0.52
O -3.60819 0.09830 -2.48098  0.07
N -3.56091 -1.56888 -0.92401  0.13
C -2.21280 -1.64234 -0.57924  -0.23
C -1.22612 -0.90167 -1.22637  0.01
C 0.08972 -0.99866 -0.81941  0.01
C 0.43847 -1.82301 0.24371  -0.24
N 1.79128 -1.88072 0.68327  0.01
C 2.74712 -2.47652 -0.23767  -0.02
C 3.32548 -1.47078 -1.25077  -0.48
O 3.24451 -1.65273 -2.44792  0.07
N 3.90990 -0.41452 -0.67279  0.13
C 4.55557 0.64229 -1.43493  -0.30
C 5.40119 1.50082 -0.49730  -0.15
C 4.53198 2.32087 0.45506  -0.20
C 3.54975 3.18761 -0.32569  -0.20
C 2.66860 2.31070 -1.20812  -0.21
C 3.52310 1.50013 -2.17596  -0.14
C 2.23988 -1.35999 1.83880  -0.43
O 3.41738 -1.36853 2.15096  0.06
C 1.19830 -0.73561 2.78064  -0.01
N 0.32495 0.16407 2.09882  -0.19
N 0.74544 1.14277 1.33717  0.09
N -0.29115 1.70255 0.83017  0.11
C -1.36590 1.03767 1.30389  -0.30
C -2.73419 1.33204 0.94126  -0.18
C -3.78290 0.65507 1.55890  -0.04
C -5.08608 0.93314 1.19522  -0.10
C -5.34903 1.87733 0.21428  -0.09
C -4.30563 2.54562 -0.40532  -0.07
C -2.99943 2.27834 -0.04477  -0.02
N -0.98457 0.05861 2.12133  0.20
C -0.53437 -2.60035 0.86012  -0.02
C -1.84894 -2.50763 0.45226  -0.02
H -5.86849 -1.98438 -2.23077  0.08
H -6.11770 -0.84434 -0.89735  0.07
H -6.11427 -0.26372 -2.57180  0.09
H -4.16140 -2.18858 -0.39770  0.14
H -1.49665 -0.23997 -2.03119  0.11
H 0.84852 -0.41595 -1.31779  0.12
H 2.24973 -3.27476 -0.79111  0.14
H 3.57046 -2.88894 0.35314  0.14
H 4.00485 -0.38965 0.33187  0.11
H 5.19787 0.15684 -2.18317  0.15
H 6.00550 2.17769 -1.10439  0.12
H 6.08224 0.86194 0.06992  0.12
H 5.17345 2.94677 1.07909  0.11
H 3.97073 1.65938 1.11829  0.10
H 2.92535 3.75437 0.36632  0.11
H 4.10211 3.89805 -0.94596  0.11
H 1.96759 2.93028 -1.76965  0.11
H 2.08500 1.64713 -0.56952  0.06
H 4.05977 2.17573 -2.84543  0.12
H 2.90072 0.84741 -2.78933  0.11
H 1.75875 -0.20093 3.55429  0.14
H 0.58205 -1.50658 3.24679  0.13
H -3.55791 -0.07771 2.31920  0.11
H -5.90227 0.41585 1.68052  0.10
H -6.36979 2.09070 -0.06792  0.11
H -4.51227 3.27328 -1.17480  0.11
H -2.17294 2.78428 -0.51760  0.11
H -0.26056 -3.27001 1.66177  0.12
H -2.60383 -3.10388 0.94448  0.11

Computed properties:
**Gap between HOMO and LUMO**: 9.15 eV
**HOMO energy**: -8.67 eV
**SMILES string**: CC(=O)Nc1ccc(N(CC(=O)NC2CCCCC2)C(=O)Cn2nnc(-c3ccccc3)n2)cc1

***

# 3
ORCA calculation (the ωB97M-V functional and the def2-TZVPD basis) on a 3-piece molecular cluster, C25H30BF17INO6 overall.

Each line ends with the Löwdin charge.
Cartesian coordinates (Å):
C 1.38925 -2.99221 6.87147  -0.08
C 2.50147 -2.08213 6.34008  -0.29
C 1.90150 -0.97973 5.47618  -0.69
I 3.39205 0.26910 4.56271  0.90
C 0.88321 -1.42855 4.47739  -0.18
C 1.08286 -2.29054 3.46948  -0.12
C 2.36711 -2.94202 3.12269  -0.14
C 2.72218 -2.88736 1.62308  -0.17
C 2.27166 -1.61317 0.90841  -0.26
N 3.36693 -1.04431 0.08036  0.00
C -0.07945 -2.62774 2.60265  -0.27
O -0.07272 -3.65816 1.92068  0.12
C -1.21513 -1.69728 2.54738  0.06
B -2.16241 -1.81136 1.28244  -0.61
O -1.75513 -1.22337 0.10684  0.18
O -3.38784 -2.43276 1.33845  0.04
C -3.29570 -3.86000 1.51749  -0.04
C -1.40907 -0.82500 3.53959  -0.03
C -2.56275 0.11609 3.55671  -0.31
C -3.74842 -0.43490 4.31390  0.01
F -2.15351 1.29288 4.17874  0.00
C -0.46723 -0.85245 4.69527  -0.24
O -0.81405 -0.44741 5.80652  0.12
H 1.06865 -3.71961 6.13564  0.07
H 0.52508 -2.39990 7.14703  0.07
H 1.70930 -3.52815 7.75675  0.07
H 2.98026 -1.65204 7.20721  0.10
H 3.20192 -2.70018 5.79776  0.09
H 1.37510 -0.32917 6.15558  0.07
H 2.27816 -3.99072 3.40140  0.13
H 3.19605 -2.54811 3.68442  0.06
H 3.79966 -2.92586 1.55036  0.10
H 2.34552 -3.76189 1.11408  0.10
H 1.93951 -0.84882 1.60275  0.10
H 1.46294 -1.87603 0.23956  0.10
H 3.57577 -0.11559 0.42362  0.06
H 3.03696 -0.88440 -0.86226  0.05
H -1.79485 -1.90619 -0.57577  0.13
H -4.20701 -4.31476 1.16129  0.09
H -3.18831 -4.10422 2.56949  0.10
H -2.46266 -4.28248 0.97226  0.08
H -2.84743 0.40960 2.54847  0.15
H -4.35151 0.40374 4.63072  0.09
H -3.42073 -0.95258 5.20519  0.09
H -4.31900 -1.09294 3.67633  0.08
F -4.20070 3.87604 -1.40773  0.10
C -3.48434 3.41512 -0.36783  -0.31
F -3.07539 4.48571 0.35234  0.10
C -2.25088 2.62330 -0.81445  -0.43
F -1.38920 3.43434 -1.46290  0.13
F -1.64311 2.24426 0.34730  0.10
C -2.45407 1.32372 -1.61835  -0.03
O -2.26888 1.35165 -3.03343  0.04
C -3.25857 1.64181 -3.94295  -0.54
F -4.47864 1.71720 -3.38144  0.16
F -3.29710 0.61006 -4.81877  0.14
C -2.92072 2.88603 -4.76894  -0.30
F -2.76779 3.96648 -3.98531  0.11
F -3.92844 3.13814 -5.63866  0.10
H -4.12680 2.79783 0.26675  0.17
H -1.65081 0.67597 -1.28077  0.12
H -3.37493 0.81315 -1.33864  0.15
H -1.99752 2.72373 -5.32613  0.16
F 3.87383 0.40450 -5.63362  0.10
C 3.98959 0.73344 -6.93143  -0.31
F 5.29499 0.61826 -7.26595  0.10
C 3.53808 2.17145 -7.21475  -0.44
F 4.35120 3.04797 -6.59117  0.14
F 3.73043 2.33194 -8.55488  0.10
C 2.06424 2.55504 -6.96253  -0.03
O 1.71408 3.28348 -5.78723  0.05
C 1.35166 2.70388 -4.58964  -0.53
F 1.17900 1.37306 -4.69466  0.15
F 0.14709 3.22040 -4.25967  0.14
C 2.29694 3.08252 -3.44400  -0.29
F 3.55702 2.69480 -3.70284  0.11
F 1.88306 2.45988 -2.31699  0.10
H 3.41491 0.02558 -7.53531  0.17
H 1.84632 3.26695 -7.75679  0.15
H 1.39453 1.71201 -7.13030  0.14
H 2.28273 4.16303 -3.28874  0.18

Computed properties:
**Gap between HOMO and LUMO**: 7.77 eV
**HOMO energy**: -9.32 eV
**SMILES string**: CC[C@@H](I)C1=C(CCCN)C(=O)C(B(O)OC)=C([C@@H](C)F)C1=O.FC(F)C(F)(F)COC(F)(F)C(F)F.FC(F)C(F)(F)COC(F)(F)C(F)F

***

# 4
ORCA calculation (the ωB97M-V functional and the def2-TZVPD basis) on C25H30Br2ClEuN7O4 as an isolated structure.

Each line ends with the Mulliken spin population.
Cartesian coordinates (Å):
Eu 1.27624 -0.06903 -0.05360  6.92
N 1.46687 -0.61970 2.67334  0.00
C 1.27851 0.38158 3.67740  0.01
C 2.52289 1.27592 3.83008  0.00
C 2.80600 2.34396 2.72030  0.00
N 2.98107 1.77253 1.37867  0.01
H 0.80351 -1.40167 2.65892  0.00
H 2.43321 -0.96220 2.67779  0.00
H 1.05991 -0.04418 4.68239  0.00
H 0.36807 0.96234 3.45186  0.00
H 3.44353 0.70429 4.00716  0.00
H 2.28635 1.86255 4.72614  0.00
H 3.71672 2.93054 3.00174  0.00
H 1.93456 3.01959 2.70816  0.00
H 3.56169 0.93613 1.36199  0.00
H 3.41981 2.48071 0.77922  0.00
Br -5.82315 0.34478 0.98696  0.00
C -4.27247 0.66064 -0.03562  0.00
C -3.89144 -0.28329 -0.99228  0.00
C -2.58870 -0.17346 -1.51389  0.01
N -1.70823 0.76973 -1.18463  0.01
C -2.15483 1.74978 -0.37058  0.00
C -3.41122 1.70327 0.26584  -0.01
C -1.26125 2.89990 -0.21962  0.01
C -1.78294 4.22817 -0.11766  0.00
C -0.90806 5.29090 -0.04175  0.00
Br -1.66834 7.00749 0.15397  0.00
C 0.46053 5.04426 -0.01460  0.00
C 0.91483 3.74614 -0.11950  0.00
N 0.06618 2.69133 -0.21830  0.00
H -4.58936 -1.02319 -1.36697  0.00
H -2.16498 -0.97191 -2.15585  0.00
H -3.69440 2.51765 0.91442  0.00
H -2.86284 4.38051 -0.14800  0.00
H 1.15528 5.88347 -0.02174  0.00
H 1.96403 3.54051 -0.28440  0.00
C 0.80458 -1.57043 -6.11652  0.00
N 1.02074 -0.94463 -4.79429  0.00
C 1.74910 0.29280 -4.57703  0.00
C 1.61122 0.45481 -3.05102  0.00
O 1.98300 1.41133 -2.33414  0.00
N 1.02897 -0.64440 -2.54587  0.01
C 0.69907 -1.47681 -3.56244  0.00
N 0.11548 -2.68800 -3.33748  0.00
H 0.24342 -0.88996 -6.75650  0.00
H 0.22271 -2.47332 -6.01612  0.00
H 1.75046 -1.79920 -6.58709  0.00
H 1.28136 1.16553 -5.07538  0.00
H 2.83226 0.25620 -4.89520  0.00
H -0.03143 -2.99328 -2.35346  0.00
H 0.13113 -3.38708 -4.08283  0.00
C 4.37934 -1.55660 -0.12059  0.00
O 3.32739 -0.72492 0.29192  0.00
H 5.33111 -1.00777 -0.30857  0.00
H 4.08848 -2.05705 -1.06870  0.00
H 4.64583 -2.28515 0.65771  0.00
Cl -4.68605 -3.42612 4.84012  0.00
C -3.64811 -3.30234 3.46478  0.00
C -3.48432 -4.32179 2.54563  0.00
C -2.59115 -4.15466 1.46952  0.00
C -1.80324 -2.97828 1.38392  0.00
C -2.06473 -1.93630 2.31870  -0.01
C -2.95918 -2.09756 3.36538  0.00
C -0.81794 -2.79465 0.25839  0.01
O -0.69249 -3.57774 -0.67677  0.00
O -0.18498 -1.65066 0.39006  0.00
H -4.11613 -5.23048 2.60668  0.00
H -2.55113 -4.93464 0.69109  0.00
H -1.57105 -0.97362 2.13948  0.01
H -3.18122 -1.28328 4.03928  0.00

Computed properties:
**Gap between HOMO and LUMO (alpha / beta)**: 4.73 / 7.45 eV
**2S+1**: 8
**HOMO energy (alpha / beta)**: -4.93 / -7.66 eV
**Expectation value of S²**: 15.759